# C5H8N2

A 2-piece molecular cluster, C5H8N2 overall (wB97M-V/def2-TZVPD, the OMol25 dataset).

Structure (XYZ):
```
15
Properties=species:S:1:pos:R:3:nbo_charge:R:1
C 0.78794 -0.92526 1.49432 0.011
N -0.60697 -0.79221 1.75349 -0.843
N 1.36819 -2.16246 0.81203 -0.321
H -0.88550 -1.33204 2.56720 0.368
H -2.23991 0.79675 -1.85058 0.181
C -1.23494 0.55431 -1.49469 -0.444
H -1.03394 -0.52429 -1.48427 0.166
H 1.40406 -0.50492 2.28798 0.175
H 1.55597 -0.70128 -0.81658 0.211
C 1.32451 -1.07935 0.17292 0.032
H 0.56184 1.94888 -2.44131 0.226
H -1.17117 -1.09228 0.96432 0.367
C -0.11085 1.52296 -1.71364 -0.201
H -0.54434 1.76318 0.52997 0.242
C -0.56002 1.45712 -0.50400 -0.170
```

The energy relative to the best compared isomer or geometry (same formula, charge and spin) is 5.011 eV. The LUMO energy comes out at 1.11 eV. The SMILES is N[C@@H]1C=N1.C1=CC1. The value obtained for the HOMO-LUMO gap is 0.378 hartree. Its calculated total energy is -304.65133 hartree. For the HOMO energy, the calculation gives -0.337 Eh.